Entry 1:
# C4H9FO

A single C4H9FO molecule (ωB97M-V/def2-TZVPD, the Open Molecules 2025 dataset).

Each line ends with the Mulliken charge.
Atoms and positions in Å:
C (1.81, 0.19, 1.20)  -1.121
C (0.44, 0.70, 0.43)  0.262
F (0.01, 2.06, 1.03)  -0.414
C (-0.73, -0.14, 0.29)  -0.545
C (-0.28, -0.98, -1.14)  -0.310
O (-1.35, -1.75, -1.72)  -0.537
H (2.30, 1.11, 1.41)  0.367
H (1.39, -0.54, 1.87)  0.332
H (2.46, -0.30, 0.44)  0.301
H (0.68, 1.14, -0.55)  0.261
H (-1.01, -0.79, 1.01)  0.474
H (-1.46, 0.59, -0.16)  0.197
H (0.83, -1.55, -0.88)  0.172
H (-0.22, -0.15, -2.18)  0.236
H (-1.75, -2.71, -1.16)  0.324

Its SMILES is C[C@H](F)CCO. Its charge is 0. The calculation puts the HOMO energy at -10.2 eV. For the LUMO energy, the calculation gives 0.48 eV. The calculation puts the total energy at -9054.931 eV. Its frontier orbital gap is 10.65 eV.



Entry 2:
# C6H9N

A molecular structure, C6H9N (ωB97M-V/def2-TZVPD, the Open Molecules 2025 dataset).

Each line ends with the Mulliken charge.
Atoms and positions in Å:
C (0.75, -0.29, -1.45)  -1.209
C (1.03, -0.08, 0.04)  0.970
C (1.09, -1.25, 1.01)  -0.797
C (-0.19, -1.04, 1.36)  -0.595
C (-0.30, 0.27, 0.64)  0.594
C (-1.51, 0.85, -0.03)  -1.305
N (0.91, 1.11, 0.86)  -0.714
H (0.82, 0.64, -2.01)  0.287
H (1.42, -1.04, -1.86)  0.345
H (-0.28, -0.67, -1.60)  0.268
H (1.88, -1.87, 1.41)  0.385
H (-0.94, -1.63, 1.87)  0.391
H (-1.27, 1.63, -0.77)  0.349
H (-2.13, 0.10, -0.53)  0.322
H (-2.12, 1.32, 0.75)  0.372
H (0.83, 1.95, 0.28)  0.338

Its charge is 0. The calculation puts the HOMO energy at -8.0 eV. For the LUMO energy, the calculation gives 1.03 eV. The calculation puts the total energy at -7854.066 eV. Its frontier orbital gap is 9.05 eV.